A structure of composition C38H48ClF9GeN3O2Zn in a non-equilibrium geometry, computed with wB97M-V/def2-TZVPD.

Output
- Lowest unoccupied orbital energy: -2.64 eV
- HOMO: -10.6440 eV
- DFT total energy: -190660.0571 eV

Structure (ORCA input):
```
! wB97M-V def2-TZVPD RIJCOSX def2/J DEFGRID3
* xyz 1 1
Zn -0.15536 1.87149 -2.35316
C -5.29486 1.59842 -4.06604
C -4.63045 1.56085 -2.82980
C -3.31770 1.93435 -2.73593
C -2.60074 2.37984 -3.86543
C -1.23177 2.73305 -3.82578
C -0.65169 3.35681 -4.89610
C -1.37307 3.54530 -6.08897
C -2.65330 3.08679 -6.20621
C -3.30828 2.51363 -5.09701
C -4.65000 2.08230 -5.16948
H -6.31757 1.26310 -4.13162
H -5.17020 1.23995 -1.95030
H -2.80495 1.93664 -1.77731
H 0.36292 3.71863 -4.86896
H -0.87934 4.02632 -6.91787
H -3.19120 3.17431 -7.13798
H -5.16097 2.15474 -6.11748
C 5.20858 0.50469 4.19398
C 4.45532 0.80958 2.90679
C 4.48734 2.30195 2.57612
C 4.17137 2.59368 1.10749
Ge 2.45989 1.72913 0.50164
C 0.80710 2.84840 0.69342
C 0.66498 3.46529 2.08338
C 0.50274 2.40141 3.16521
C 0.66647 2.96086 4.57197
H 5.08755 -0.53851 4.47282
H 4.83515 1.12474 5.00569
H 6.26964 0.70279 4.06699
H 3.41467 0.48661 3.01828
H 4.89409 0.24697 2.07864
H 5.49280 2.68435 2.76988
H 3.80269 2.83358 3.24079
H 5.00422 2.23974 0.50462
H 4.06589 3.66833 0.94577
H 2.29769 0.23454 0.77600
H -0.06944 2.23662 0.45921
H 0.87769 3.64655 -0.05222
H -0.19800 4.13478 2.09593
H 1.54991 4.07009 2.29956
H 1.25999 1.62310 3.00201
H -0.47797 1.93087 3.07156
H 1.66584 3.36669 4.71017
H 0.51290 2.17754 5.30965
H -0.05274 3.75353 4.76184
C -5.25933 -2.17934 0.42866
C -3.99408 -2.42356 1.26891
C -3.36954 -1.05317 1.56070
C -4.43464 -3.03579 2.60808
C -3.06802 -3.44202 0.50810
O -3.84259 -4.59504 0.19674
C -1.80565 -3.95548 1.25006
C -0.91199 -2.97841 2.02226
C 0.51272 -3.45971 2.12884
C 1.55198 -2.55329 1.96956
C 2.87407 -2.94056 2.07237
C 3.16996 -4.26600 2.34490
Cl 4.81933 -4.76550 2.47443
C 2.15096 -5.18916 2.51374
C 0.83384 -4.78231 2.40640
C -2.70538 -3.00095 -0.94122
N -1.72548 -1.97149 -1.10423
C -1.89705 -0.74779 -1.60263
N -0.73801 -0.09954 -1.59671
C 0.12547 -1.01057 -1.08532
N -0.44607 -2.14144 -0.79017
H -6.03433 -1.74545 1.05448
H -5.63575 -3.11225 0.02003
H -5.06894 -1.48768 -0.38872
H -4.16539 -0.37037 1.85435
H -2.87859 -0.62669 0.69064
H -2.66283 -1.09541 2.38189
H -4.98123 -2.29154 3.18229
H -3.58585 -3.35775 3.20430
H -5.10258 -3.88062 2.45637
H -4.12045 -5.02444 1.01355
H -1.19125 -4.44856 0.49420
H -2.14273 -4.73329 1.93846
H -1.30709 -2.83864 3.03250
H -0.88988 -2.00656 1.53652
H 1.32076 -1.51629 1.76551
H 3.67070 -2.22468 1.94438
H 2.38875 -6.21823 2.73034
H 0.05446 -5.51379 2.54625
H -3.61898 -2.69668 -1.45152
H -2.33008 -3.90759 -1.42538
H -2.82519 -0.35982 -1.96889
H 1.16565 -0.83713 -0.94044
F 3.18213 0.33312 -4.65326
C 2.39391 0.90100 -3.76030
F 1.34569 0.08866 -3.56357
F 1.88033 2.01486 -4.29268
C 3.08903 1.24860 -2.42078
O 2.12569 1.50821 -1.49938
C 3.96616 2.51130 -2.65539
F 5.01809 2.53075 -1.83996
F 4.41378 2.61018 -3.89647
F 3.24691 3.59798 -2.37830
C 3.99798 0.06030 -2.02176
F 3.30631 -1.07697 -2.01299
F 4.47279 0.22561 -0.78059
F 5.03371 -0.08343 -2.83088
*
```

***

A cluster of 8 separate species, C38H48F21I2N3O14 in total in a non-equilibrium geometry, computed with wB97M-V/def2-TZVPD.

Output
- Lowest unoccupied orbital energy: -0.54 eV
- HOMO: -9.1899 eV
- DFT total energy: -146584.8958 eV
- SMILES: CCCN[C@H](C#N)[C@@H](C#N)/C(I)=C(/C)I.CCOC(=O)C(F)(F)F.CCOC(=O)C(F)(F)F.CCOC(=O)C(F)(F)F.CCOC(=O)C(F)(F)F.CCOC(=O)C(F)(F)F.CCOC(=O)C(F)(F)F.CCOC(=O)C(F)(F)F

Structure (ORCA input):
```
! wB97M-V def2-TZVPD RIJCOSX def2/J DEFGRID3
* xyz 0 1
C 0.03970 2.20913 0.60260
C -0.60326 0.97841 1.44343
C -0.65255 1.27097 3.05699
N -0.29497 0.02173 3.85200
C 1.05359 0.22562 4.51971
C 2.14343 0.39005 3.32689
N 2.84705 0.53947 2.36146
C 1.51923 -1.03999 5.40501
C 2.61008 -1.85530 4.51255
N 3.41038 -2.65366 4.06106
C 2.06645 -0.68116 6.86787
I 2.62443 1.28523 7.59170
C 2.23576 -1.78224 7.79384
C 2.81888 -1.48837 9.28623
I 1.77168 -3.85446 7.34518
H 1.17727 2.31827 0.75798
H -0.13885 1.98977 -0.51211
H -0.47505 3.16662 0.96547
H -1.63968 0.70601 1.04015
H 0.07852 0.04745 1.30679
H -1.72145 1.64446 3.30688
H 0.04205 2.16482 3.33235
H -0.98997 0.04298 4.63197
H 0.97193 1.21598 5.08962
H 0.62419 -1.76467 5.55899
H 3.04812 -2.47459 9.85575
H 1.99023 -0.96128 9.90877
H 3.79789 -0.89685 9.27439
C 0.61164 -11.28112 7.67990
C 0.00516 -10.06259 8.34966
O 0.53694 -8.85339 7.78798
C 0.01183 -8.46689 6.60469
O -0.85105 -9.07203 6.01725
C 0.63035 -7.14938 6.14722
F 1.97767 -7.14318 6.25550
F 0.18449 -6.09966 6.87942
F 0.35547 -6.86057 4.86122
H 1.70281 -11.24414 7.73396
H 0.26280 -12.19882 8.15823
H 0.34732 -11.32287 6.62078
H 0.26834 -10.06041 9.41007
H -1.08710 -10.06889 8.28934
C 4.65691 0.35748 -0.02329
C 5.03027 -0.23280 -1.37002
O 4.70964 0.67654 -2.43418
C 5.58164 1.68838 -2.63461
O 6.58176 1.86061 -1.98217
C 5.14442 2.54526 -3.81837
F 3.83110 2.86197 -3.77457
F 5.34295 1.91332 -5.00444
F 5.81218 3.72112 -3.89302
H 3.60543 0.65171 -0.01258
H 4.83186 -0.36367 0.77720
H 5.24028 1.25642 0.18955
H 4.44752 -1.14056 -1.54422
H 6.08623 -0.51600 -1.40936
C 5.98893 4.10034 -6.79804
C 6.36390 3.50571 -8.14200
O 6.04234 4.41024 -9.20949
C 6.91367 5.42330 -9.41301
O 7.91259 5.59793 -8.75964
C 6.47744 6.27649 -10.60032
F 5.16291 6.59121 -10.55668
F 6.67919 5.64304 -11.77743
F 7.14384 7.44552 -10.67626
H 4.93534 4.39348 -6.78846
H 6.16403 3.38524 -5.99629
H 6.57076 5.00104 -6.58855
H 5.78275 2.59609 -8.31304
H 7.42018 3.22402 -8.17930
C -4.10358 -7.76137 6.98309
C -4.51992 -9.21978 6.98468
O -4.99256 -9.61470 8.28124
C -6.25786 -9.25121 8.58882
O -6.98119 -8.62924 7.85066
C -6.64589 -9.77223 9.96935
F -5.69183 -9.53669 10.89870
F -6.85198 -11.10809 9.96431
F -7.77808 -9.21256 10.43949
H -3.36598 -7.57299 7.76806
H -3.67476 -7.48296 6.01806
H -4.95459 -7.10644 7.18364
H -3.65324 -9.84639 6.75993
H -5.27336 -9.42648 6.21924
C 1.07197 4.41206 -7.55281
C 0.67149 2.94902 -7.54775
O 0.19818 2.55373 -6.25246
C -1.07093 2.90284 -5.94929
O -1.80101 3.51421 -6.69106
C -1.45391 2.38085 -4.56774
F -0.50393 2.63065 -3.63812
F -1.64404 1.04260 -4.56802
F -2.59393 2.92642 -4.09888
H 1.80381 4.61084 -6.76533
H 1.50213 4.69221 -8.51705
H 0.21306 5.05875 -7.35845
H 1.54572 2.33100 -7.76641
H -0.07633 2.73121 -8.31583
C -4.13966 6.89255 -9.68037
C -2.98526 5.98457 -10.05981
O -1.94861 6.72558 -10.72077
C -1.12697 7.43974 -9.91992
O -1.22475 7.48323 -8.71842
C -0.04779 8.13789 -10.74196
F -0.55013 8.76620 -11.82884
F 0.87963 7.26707 -11.19916
F 0.62027 9.07385 -10.03912
H -4.50922 7.42903 -10.55834
H -4.95852 6.31544 -9.24551
H -3.82716 7.64730 -8.95515
H -3.33336 5.22856 -10.76781
H -2.58626 5.45243 -9.19114
C -7.53636 3.42274 3.63453
C -7.66182 2.48145 2.45153
O -6.37032 2.02801 2.02064
C -5.81392 1.03744 2.75250
O -6.33352 0.53684 3.71942
C -4.47078 0.62153 2.16027
F -3.68584 1.68148 1.85782
F -4.61813 -0.08080 1.01581
F -3.74886 -0.15671 2.99207
H -6.86511 4.25156 3.39460
H -8.51252 3.82510 3.91361
H -7.11323 2.91239 4.50276
H -8.10720 3.01370 1.60763
H -8.31387 1.63268 2.67686
*
```

***

- What is the lowest unoccupied orbital energy in the first record?
  -2.64 eV